Record 1
# C46H55HfN3O6SSe

A structure of composition C46H55HfN3O6SSe (the ωB97M-V functional and the def2-TZVPD basis, OMol25).

The energy above the lowest of the compared OMol25 structures with the same formula, charge and spin is 3.65 kcal per mole. Its spin multiplicity is 1. The total charge is -2. The calculation puts the total energy at -142848.8640 eV.

The geometry in XYZ format:
```
113
Properties=species:S:1:pos:R:3:forces:R:3:mulliken_charge:R:1
Hf -0.336411 2.147275 -1.057913 0.6337 0.2160 -0.0325 -0.9399
C 4.368298 -1.046537 4.286400 -0.0121 0.0141 -0.0060 -2.0604
C 2.986348 -0.691017 4.836964 -0.0132 -0.0121 0.0032 2.1311
C 2.374261 -1.964241 5.440824 -0.0096 0.0065 -0.0102 -1.6135
C 3.167407 0.355401 5.946222 -0.0055 0.0058 -0.0179 -1.6985
C 2.063437 -0.145215 3.747910 0.0239 0.0046 -0.0427 -0.4499
C 2.452143 0.025635 2.425647 -0.0344 0.0248 0.0136 -0.6580
C 1.554635 0.500099 1.484891 0.1446 -0.0075 -0.1503 0.1760
Se 2.169781 0.867137 -0.300533 -0.1224 -0.1642 0.0265 0.2290
C 1.792255 -0.831213 -1.125517 0.1669 0.1131 0.1135 0.5123
C 2.698456 -1.869406 -0.987725 -0.0958 -0.0173 -0.0615 -0.5589
C 2.443735 -3.111387 -1.558449 0.0618 0.0746 0.0784 -0.4672
C 1.261854 -3.221810 -2.290170 -0.0384 0.0161 -0.0602 -0.5805
C 0.338608 -2.200425 -2.474825 -0.0929 -0.1136 -0.1789 -0.1355
C 0.577193 -0.943155 -1.847079 0.1296 -0.0231 0.1355 -0.0553
O -0.258802 0.037676 -1.886282 -0.0739 0.2968 0.1475 0.4422
C -0.896380 -2.505381 -3.348023 0.0147 -0.0189 0.0077 2.6425
C -0.436619 -2.969369 -4.742629 0.0202 0.0659 0.0483 -1.9050
C -1.827468 -1.307394 -3.572136 -0.0528 0.0741 -0.0393 -1.5019
C -1.714560 -3.634675 -2.696575 0.0296 0.0667 -0.0018 -1.9256
C 3.374650 -4.314923 -1.414131 -0.0338 -0.0365 -0.0317 2.2385
C 4.603933 -3.991180 -0.564473 -0.0082 0.0063 -0.0066 -2.1742
C 3.857521 -4.774114 -2.798528 -0.0043 0.0355 0.0086 -1.6663
C 2.622079 -5.470900 -0.736708 -0.0033 0.0178 0.0071 -1.6207
C 0.210760 0.816060 1.784004 0.0957 0.1759 -0.0282 0.1652
O -0.611461 1.179180 0.841550 0.0770 -0.3111 -0.0871 1.5353
C -0.170030 0.725074 3.148972 -0.0969 -0.0277 0.1630 0.1906
C 0.761071 0.239065 4.060454 -0.0329 -0.0093 0.0066 -0.7807
C -1.514901 1.220084 3.716125 -0.0306 0.0050 0.0030 2.7453
C -1.238460 2.460607 4.585495 -0.0056 -0.0099 -0.0435 -1.6225
C -2.544608 1.635432 2.660754 -0.0230 0.0282 -0.0021 -2.1572
C -2.174607 0.121734 4.570031 0.0360 0.0316 -0.0419 -2.0594
H 4.995017 -1.440879 5.091800 -0.0074 0.0038 -0.0189 0.4570
H 4.297693 -1.807171 3.505003 0.0204 0.0265 0.0158 0.2717
H 4.866068 -0.169036 3.867175 -0.0047 -0.0359 0.0064 0.3791
H 3.017148 -2.368910 6.230841 -0.0142 0.0166 -0.0276 0.4552
H 1.390858 -1.762321 5.870814 0.0287 -0.0143 -0.0142 0.2901
H 2.251231 -2.725415 4.666401 -0.0066 0.0086 0.0358 0.3417
H 3.826223 -0.026069 6.734303 -0.0180 0.0104 -0.0192 0.4704
H 3.605037 1.267897 5.535069 -0.0143 -0.0147 0.0295 0.3454
H 2.210213 0.619848 6.400339 0.0389 0.0008 -0.0069 0.3030
H 3.460672 -0.190190 2.093878 -0.0216 -0.0122 0.0489 0.4100
H 3.598126 -1.679266 -0.414835 -0.0087 -0.0512 -0.0173 0.3913
H 1.048037 -4.177640 -2.758410 -0.0197 -0.0217 -0.0195 0.2201
H 0.151879 -2.178336 -5.211992 -0.0374 -0.0876 0.0019 0.2909
H 0.169046 -3.877001 -4.702035 0.0161 -0.0019 0.0242 0.3047
H -1.307132 -3.171169 -5.376142 0.0218 0.0135 0.0226 0.5064
H -1.303097 -0.479900 -4.055703 -0.0840 -0.0714 0.0759 -0.2561
H -2.648582 -1.622467 -4.225656 -0.0056 -0.0464 -0.0027 0.6627
H -2.241216 -0.930374 -2.635930 0.0190 -0.0593 -0.1685 -0.2671
H -1.133839 -4.556428 -2.620330 -0.0129 -0.0202 0.0011 0.3189
H -2.019436 -3.351210 -1.686848 0.0114 -0.0362 -0.0530 0.2923
H -2.614986 -3.840231 -3.285886 0.0407 -0.0021 0.0125 0.4968
H 5.198675 -3.191819 -1.012610 -0.0151 -0.0160 0.0231 0.3703
H 4.317259 -3.682049 0.443372 0.0234 0.0017 -0.0210 0.3458
H 5.236338 -4.880241 -0.482201 -0.0048 0.0234 0.0073 0.4606
H 4.404975 -3.966673 -3.290625 -0.0148 -0.0353 -0.0098 0.3395
H 4.518846 -5.643573 -2.712616 -0.0195 0.0201 0.0049 0.4632
H 3.015906 -5.046937 -3.438632 0.0325 0.0082 0.0081 0.3017
H 2.281366 -5.164967 0.255378 -0.0016 -0.0282 -0.0240 0.3419
H 1.744064 -5.764582 -1.316135 0.0288 0.0060 0.0239 0.3088
H 3.270395 -6.347863 -0.629227 -0.0141 0.0260 -0.0056 0.4573
H 0.457911 0.176141 5.100268 -0.0413 0.0041 0.0120 0.2044
H -0.812729 3.260942 3.973701 -0.0164 -0.0297 0.0429 0.2064
H -2.171809 2.829650 5.025583 0.0319 -0.0119 -0.0185 0.4637
H -0.540601 2.236218 5.396051 -0.0028 -0.0044 -0.0067 0.2738
H -2.170058 2.447240 2.042171 -0.0731 -0.0900 0.0538 -0.1326
H -2.810881 0.800873 2.012007 0.0051 0.1185 0.0742 0.2185
H -3.449103 1.978597 3.173766 -0.0145 -0.0135 0.0479 0.7084
H -1.571508 -0.165446 5.432484 0.0270 -0.0021 0.0099 0.3321
H -3.142064 0.474205 4.942135 0.0330 -0.0048 -0.0125 0.4824
H -2.344687 -0.773342 3.965132 -0.0075 0.0025 0.0255 0.3427
C -2.562558 -1.058254 0.182015 0.0152 -0.0017 0.0142 -0.7173
C -3.204656 0.142394 -0.409320 -0.1540 -0.1760 -0.0257 -0.9688
N -2.613872 1.187575 -0.942919 0.1923 0.0181 0.0493 1.6502
C -3.590743 1.988468 -1.442022 0.1415 0.2097 0.1130 -0.4611
C -4.815034 1.450432 -1.186723 -0.0021 0.0934 -0.1040 -0.0580
N -4.547010 0.271384 -0.540208 -0.0245 -0.0898 0.0764 0.0803
C -6.188067 1.881498 -1.488510 0.1275 0.0450 -0.2642 0.5146
O -6.316296 3.023712 -2.120995 0.0387 0.2330 0.0395 -0.5976
O -7.133771 1.187268 -1.189764 -0.3416 -0.3245 0.2466 -0.6794
C -3.139665 3.230577 -2.119433 0.1951 -0.0262 0.0756 1.1636
O -3.986539 4.002358 -2.595384 -0.2266 0.1535 -0.0918 -0.9402
O -1.884749 3.368172 -2.137515 0.0723 0.0293 -0.0073 -0.5790
H -1.483207 -0.940898 0.145820 -0.0083 0.0268 -0.0261 -0.3138
H -2.854924 -1.941257 -0.388549 0.0053 -0.0092 0.0336 0.2951
H -2.873620 -1.193076 1.219077 0.0164 -0.0245 0.0186 0.4064
H -5.260488 -0.372118 -0.240546 0.0009 -0.0123 0.0129 0.2310
H -5.410320 3.471877 -2.292807 0.0474 -0.0343 -0.1390 0.4147
N 0.349049 3.646440 -0.021247 -0.9617 0.0801 -0.0522 -0.4201
C 0.029959 4.541236 0.933866 0.2913 -0.3202 -0.1958 0.2929
C -1.327136 4.780456 1.321824 0.3341 0.1274 0.0646 0.2485
C -1.659217 5.654209 2.341634 -0.0470 -0.0503 -0.0745 -0.3933
C -0.679596 6.359520 3.037046 0.0940 0.0218 0.0129 -0.5784
C 0.654267 6.169396 2.666250 -0.0596 -0.0233 -0.0268 -0.3978
C 1.004279 5.300374 1.648393 -0.0965 -0.0247 0.0436 -0.5893
H -2.091660 4.237944 0.778940 -0.1187 0.0537 -0.0139 0.0731
H -2.704739 5.790619 2.606874 0.0146 -0.0220 -0.0257 0.3296
H -0.946626 7.039649 3.838202 0.0182 -0.0136 -0.0157 0.3144
H 1.435256 6.713974 3.190734 0.0010 -0.0103 -0.0101 0.3248
H 2.044189 5.157050 1.375478 -0.0153 0.0005 0.0086 0.3724
S 1.249115 2.638186 -3.160937 -0.1870 -0.0119 -0.0505 -0.4923
C 0.453177 1.900299 -4.562109 0.0426 -0.0180 0.0818 0.2519
C 1.011241 0.781395 -5.191896 -0.0914 0.0086 -0.0635 -0.3534
C 0.444235 0.249031 -6.342809 0.0372 -0.0475 -0.0198 -0.3323
C -0.713362 0.793017 -6.882554 -0.0273 0.0854 0.0435 -0.4786
C -1.289165 1.895116 -6.258381 0.0601 0.0052 0.0374 -0.6349
C -0.708618 2.449211 -5.124228 0.0369 -0.0668 -0.0207 -0.4576
H 1.897046 0.332757 -4.761015 0.0431 0.0008 0.0175 0.2549
H 0.903817 -0.609770 -6.823666 0.0084 0.0330 0.0542 0.4196
H -1.158167 0.366862 -7.774563 -0.0049 0.0029 0.0145 0.3522
H -2.192818 2.339871 -6.662518 0.0185 -0.0189 0.0149 0.3651
H -1.144421 3.324873 -4.661905 -0.0283 -0.0094 0.0717 0.5375
```
Forces are in eV/Å.



Record 2
# C3H3N3O2

A structure of composition C3H3N3O2 in a non-equilibrium geometry (the ωB97M-V functional and the def2-TZVPD basis, OMol25).

The energy above the lowest of the compared OMol25 structures with the same formula, charge and spin is 182.55 kcal per mole. Its spin multiplicity is 1. The calculation puts the total energy at -11718.0411 eV.

The geometry in XYZ format:
```
11
Properties=species:S:1:pos:R:3:forces:R:3:nbo_charge:R:1
C -0.402929 -0.133514 -0.090393 -0.3379 -4.4277 1.8687 0.3472
C -0.301315 1.343584 -0.193821 4.6319 -0.3861 1.0944 -0.0686
C 1.767242 -0.491129 -0.018109 4.3011 -2.7494 -0.0702 0.8005
H -2.656558 -0.546890 0.611276 3.3412 0.5348 -3.6893 0.3562
H -1.811370 -1.880192 0.404454 1.9434 3.5622 -3.5346 0.4135
H -1.172837 1.901849 -0.470529 -0.1508 0.5461 0.4510 0.2419
N -1.650173 -0.798175 -0.372217 -4.6698 -2.1108 6.8022 -0.7846
N 0.917583 1.901867 0.125868 -3.2465 -3.8450 -2.4191 0.0386
N 0.517959 -1.075869 0.326413 -0.1420 4.9612 -2.5463 -0.4271
O 1.937736 0.866696 -0.051647 -1.1068 2.3194 1.0958 -0.3557
O 2.854667 -1.088222 -0.271297 -4.5637 1.5952 0.9475 -0.5620
```
Forces are in eV/Å.